44
Properties=species:S:1:pos:R:3:nbo_charge:R:1 method="wB97M-V/def2-TZVPD" homo_energy_ev=-12.036 orbital_gap_ev=3.48 total_charge=+1 lumo_ev=-8.55 total_energy_ha=-1645.9605
Mg -8.856 -5.516 18.218 1.7887
Cl -9.038 -7.705 17.489 -0.7910
C -6.782 -6.830 13.785 0.7730
O -7.807 -6.202 13.574 -0.6834
N -5.670 -6.744 13.003 -0.8324
N -6.693 -7.647 14.893 -0.8687
H -5.770 -6.258 12.131 0.4174
H -4.872 -7.332 13.156 0.3976
H -7.483 -7.600 15.501 0.3895
H -5.895 -8.232 15.062 0.4038
C -5.371 -9.353 18.910 0.7724
O -4.229 -9.541 19.239 -0.6096
N -6.016 -10.101 17.953 -0.8478
N -6.184 -8.417 19.539 -0.8769
H -5.487 -10.762 17.415 0.4182
H -6.893 -9.811 17.557 0.3762
H -7.098 -8.204 19.185 0.3620
H -5.810 -7.829 20.260 0.4049
C -8.050 -11.414 15.297 0.7647
O -7.441 -11.717 14.295 -0.6342
N -8.925 -10.332 15.307 -0.8766
N -8.059 -12.166 16.447 -0.8674
H -9.416 -10.083 16.145 0.3735
H -8.790 -9.708 14.531 0.4140
H -8.707 -11.964 17.193 0.4139
H -7.357 -12.870 16.570 0.4112
C -13.412 -7.504 15.680 -0.6374
C -12.426 -6.475 15.158 -0.0682
O -11.542 -6.019 16.212 -0.7752
H -12.983 -8.446 16.017 0.2049
H -14.167 -7.735 14.923 0.2328
H -13.994 -7.087 16.511 0.2124
H -12.893 -5.594 14.734 0.1920
H -11.851 -7.013 14.397 0.1788
H -10.717 -6.496 16.091 0.4630
C -11.882 -10.432 19.845 -0.6242
C -11.319 -10.655 18.438 -0.0661
O -9.889 -10.676 18.456 -0.7467
H -11.621 -11.266 20.492 0.2245
H -12.969 -10.364 19.782 0.2197
H -11.482 -9.495 20.232 0.1913
H -11.686 -9.842 17.802 0.1534
H -11.676 -11.598 18.030 0.1921
H -9.531 -9.813 18.235 0.4597

10
Properties=species:S:1:pos:R:3:nbo_charge:R:1 method="wB97M-V/def2-TZVPD" homo_energy_ev="-8.287 / -8.287" orbital_gap_ev="8.49 / 8.49" smiles="[S-][N+]1=NOCC1" total_charge=0 lumo_ev="0.20 / 0.20" relative_energy_kj_mol=462.8 total_energy_ha=-661.4093
S -0.637 -1.291 2.323 -0.0986
N -0.086 -0.275 1.208 -0.2099
N 0.702 0.663 1.344 0.1485
O 0.958 1.299 0.211 -0.3116
C 0.380 0.627 -0.906 -0.1150
C -0.543 -0.447 -0.242 -0.2768
H 1.096 0.121 -1.504 0.1920
H -0.178 1.238 -1.521 0.1991
H -1.611 -0.574 -0.466 0.2505
H -0.080 -1.361 -0.446 0.2219

16
Properties=species:S:1:pos:R:3:nbo_charge:R:1 method="wB97M-V/def2-TZVPD" homo_energy_ev=-9.574 orbital_gap_ev=10.70 smiles=C[C@H]1CCCO1 total_charge=0 lumo_ev=1.12 relative_energy_kj_mol=121.8 total_energy_ha=-271.7062
C 2.098 -0.222 -0.158 -0.6266
C 0.724 -0.268 0.351 0.0786
C -0.111 1.015 -0.107 -0.4184
C -1.569 0.507 -0.024 -0.4501
C -1.447 -1.023 -0.036 -0.0768
O -0.030 -1.383 -0.131 -0.5352
H 2.031 0.130 -1.255 0.2174
H 2.662 0.560 0.573 0.2183
H 2.709 -1.252 -0.091 0.2297
H 0.655 -0.244 1.490 0.1562
H 0.123 1.920 0.573 0.2104
H 0.113 1.473 -1.121 0.2059
H -2.168 0.887 -0.830 0.2171
H -2.014 0.899 0.916 0.2091
H -1.907 -1.558 0.795 0.1784
H -1.870 -1.440 -0.944 0.1860

9
Properties=species:S:1:pos:R:3:nbo_charge:R:1 method="wB97M-V/def2-TZVPD" homo_energy_ev=-3.299 orbital_gap_ev=6.81 smiles="C[C@@]1([S-])SC1=O" total_charge=-1 lumo_ev=3.51 relative_energy_kj_mol=117.1 total_energy_ha=-987.7408
C -1.165 -0.095 -0.150 -0.6463
C 0.320 -0.240 -0.064 -0.2120
S 0.926 -2.008 -0.017 -0.5513
S 1.332 1.029 -1.190 -0.1312
C 1.286 0.604 0.502 0.4238
O 1.856 1.016 1.431 -0.5473
H -1.584 0.982 -0.308 0.2014
H -1.476 -0.603 0.840 0.2342
H -1.495 -0.685 -1.043 0.2287

20
Properties=species:S:1:pos:R:3:lowdin_spin:R:1 method="wB97M-V/def2-TZVPD" homo_energy_ev="-18.795 / -18.795" orbital_gap_ev="10.39 / 6.47" total_charge=+2 lumo_ev="-8.41 / -12.32" relative_energy_kj_mol=349.1 total_energy_ha=-307.0333 multiplicity=2
C -0.100 -0.004 -2.013 0.0024
C 0.311 0.932 -0.850 0.0887
C 2.165 2.501 -1.008 0.0899
N 1.024 2.132 -1.318 0.6917
H 0.506 -0.912 -2.046 0.0009
H -1.157 -0.290 -1.981 -0.0005
H 0.020 0.516 -2.963 0.0015
H 0.897 0.396 -0.098 0.0306
H -0.600 1.284 -0.353 0.0073
H 2.867 1.878 -0.440 0.0502
H 2.525 3.487 -1.335 0.0325
C -0.773 -0.821 1.827 0.0013
C -1.239 -1.379 2.923 0.0003
N -0.802 -1.554 0.530 0.0014
H -0.343 0.165 1.753 0.0008
H -1.201 -0.796 3.834 0.0000
H -1.658 -2.377 2.951 0.0001
H -1.477 -2.324 0.570 0.0000
H -1.074 -0.908 -0.223 0.0002
H 0.109 -1.925 0.241 0.0005

18
Properties=species:S:1:pos:R:3:nbo_charge:R:1 method="wB97M-V/def2-TZVPD" homo_energy_ev=-13.502 orbital_gap_ev=10.44 total_charge=+1 lumo_ev=-3.06 relative_energy_kj_mol=60.0 total_energy_ha=-798.7342
O 1.146 -0.547 -1.652 -0.5711
C 0.600 -0.995 -0.683 0.7964
O 0.201 -2.216 -0.376 -0.6411
C 0.112 0.003 0.407 -0.1676
C 1.133 0.293 1.495 -0.5204
S 0.452 1.699 2.481 -0.0800
N -0.184 1.267 -0.372 -0.6841
H 0.697 -2.871 -0.869 0.5196
H -0.785 -0.477 0.820 0.2681
H 1.425 -0.494 2.167 0.2701
H 2.007 0.683 0.941 0.2313
H 1.470 2.437 2.947 0.1820
H -0.770 0.975 -1.160 0.4672
H -0.737 1.841 0.272 0.4641
H 0.658 1.695 -0.752 0.4584
H -1.915 -1.304 -2.455 0.4960
H -3.224 -1.083 -1.560 0.5041
O -2.285 -0.904 -1.651 -0.9931

23
Properties=species:S:1:pos:R:3:nbo_charge:R:1 method="wB97M-V/def2-TZVPD" homo_energy_ev=-6.043 orbital_gap_ev=9.25 total_charge=-1 lumo_ev=3.21 relative_energy_kj_mol=161.3 total_energy_ha=-485.8394
B 0.826 -0.301 0.342 -0.7547
H -0.129 -0.693 -0.472 -0.0756
H 0.494 0.950 0.694 -0.0928
H 0.748 -0.806 1.472 -0.0226
H 1.993 -0.450 -0.219 -0.0349
O 1.027 1.275 -2.574 -0.9703
H 1.461 0.758 -3.319 0.4559
H 0.808 0.597 -1.875 0.5122
O -2.508 0.356 -2.411 -0.9436
H -2.539 0.534 -1.490 0.4731
H -2.614 1.172 -2.750 0.4464
O 2.670 -3.147 1.057 -0.9504
H 2.076 -3.773 1.093 0.4478
H 2.259 -2.344 0.799 0.5009
O -2.384 -2.146 1.526 -0.9685
H -3.029 -1.359 1.597 0.4691
H -1.618 -1.724 1.021 0.4974
O 2.200 2.845 1.663 -0.9580
H 1.715 2.077 1.297 0.5054
H 3.006 2.631 1.781 0.4408
O -2.472 1.029 0.197 -0.9480
H -1.737 0.599 0.055 0.4853
H -2.251 1.920 0.514 0.4850